1.
{"formula": "C3H4OS", "method": "ωB97M-V/def2-TZVPD", "symbols": ["C", "C", "C", "H", "H", "H", "H", "O", "S"], "xyz": [[-1.30666, -0.25302, 0.25802], [-0.12653, 0.30992, -0.51632], [0.92538, 1.09131, 0.25524], [-1.00790, -0.64135, 1.25966], [-0.32364, 0.64294, -1.51582], [0.69404, 1.33791, 1.30769], [1.50349, 1.78312, -0.28852], [-2.45248, -0.05852, -0.05025], [1.36254, -0.59648, -0.02142]], "atomic_forces_ev_per_a": [[0.118, 2.124, 0.501], [0.161, -0.368, 1.056], [-1.487, -0.815, 1.502], [-0.161, -0.354, -0.355], [0.087, -0.265, -0.503], [0.175, 0.031, -0.713], [0.360, 0.884, -0.523], [0.256, -0.655, -0.212], [0.491, -0.582, -0.753]], "lowdin_charge": [-0.31, -0.51, -0.44, 0.12, 0.11, 0.09, 0.05, 0.06, 0.84], "gap_ev": 10.15, "e_lumo_ha": 0.02572, "e_homo_ev": -9.45}

2.
{"formula": "C3H4OS", "method": "ωB97M-V/def2-TZVPD", "symbols": ["C", "C", "C", "O", "S", "H", "H", "H", "H"], "xyz": [[-1.74463, -0.49837, -0.72516], [-0.59618, -0.88510, 0.04416], [0.52806, 0.00091, 0.56829], [-0.48046, -2.08173, 0.12894], [-2.61132, 0.55124, 0.18880], [-2.12205, -1.23883, -1.45405], [0.09945, 0.86607, 1.00595], [0.94431, 0.40443, -0.26498], [1.12977, -0.52163, 1.26488]], "atomic_forces_ev_per_a": [[-2.175, 1.198, 1.332], [3.351, -1.031, -0.337], [-3.321, -0.475, 1.088], [-0.101, -1.314, 0.542], [-0.367, -0.227, -1.307], [0.191, 0.814, 0.060], [-0.432, 0.806, 0.914], [2.097, 0.754, -2.521], [0.757, -0.526, 0.228]], "lowdin_charge": [-0.51, -0.62, -0.01, 0.08, 0.77, 0.09, 0.05, 0.05, 0.08], "gap_ev": 7.99, "e_lumo_ha": -0.04685, "e_homo_ev": -9.27}

3.
{"formula": "C3H4OS", "method": "ωB97M-V/def2-TZVPD", "symbols": ["C", "C", "C", "H", "H", "H", "H", "O", "S"], "xyz": [[-2.37516, 1.79396, 0.25346], [-1.47382, 0.72234, 0.43846], [0.48809, -0.48691, 0.31222], [-3.19626, 1.86826, 0.86379], [-2.04144, 2.65371, -0.41346], [-1.54179, -0.04021, 1.23316], [0.17810, -0.90238, 1.23248], [-0.19812, 0.57486, -0.18141], [1.77198, -1.27217, -0.46810]], "atomic_forces_ev_per_a": [[6.102, -2.156, -1.788], [-1.435, 2.690, 0.444], [2.600, -0.732, -3.066], [-1.853, 0.010, 1.148], [-0.782, -1.386, 0.814], [-0.761, 0.499, -0.570], [-0.659, -0.089, 1.058], [-0.933, -0.617, 0.694], [-2.278, 1.782, 1.266]], "lowdin_charge": [0.06, -0.14, -0.67, 0.01, 0.09, 0.10, 0.03, -0.12, 0.62], "gap_ev": 8.85, "e_lumo_ha": -0.00856, "e_homo_ev": -9.08}

4.
{"formula": "C3H4OS", "method": "ωB97M-V/def2-TZVPD", "symbols": ["C", "C", "C", "O", "S", "H", "H", "H", "H"], "xyz": [[0.17924, -1.18494, 1.99341], [0.99887, -0.45670, 0.66842], [0.38506, 0.28063, -0.44813], [3.15835, -1.49734, 1.57160], [2.63444, -0.40300, 0.81383], [0.84157, -1.75745, 2.58263], [-0.59404, 0.53141, -0.25959], [0.72654, -0.30658, -1.28582], [0.86676, 1.19556, -0.47098]], "atomic_forces_ev_per_a": [[0.444, 3.055, -4.636], [-1.149, -2.644, 4.888], [1.822, -1.407, 0.638], [1.212, -1.498, 1.523], [-1.355, 1.180, -1.217], [1.421, -0.791, 0.481], [-2.526, -0.217, -0.185], [-1.089, 0.183, -0.938], [1.219, 2.139, -0.555]], "lowdin_charge": [0.22, -0.60, -0.15, -0.54, 0.94, -0.07, 0.06, 0.08, 0.05], "gap_ev": [7.52, 7.67], "e_lumo_ha": [-0.05814, -0.06202], "e_homo_ev": [-9.10, -9.35]}

5.
{"formula": "C3H4OS", "method": "ωB97M-V/def2-TZVPD", "symbols": ["C", "C", "C", "O", "S", "H", "H", "H", "H"], "xyz": [[0.56308, -1.07156, 0.65738], [0.45039, -0.01703, -0.31217], [2.07228, -0.97236, 1.02500], [0.52523, -0.30682, -1.70284], [3.33791, -0.47438, 0.25183], [0.14840, -0.90782, 1.69794], [0.35120, -2.06239, 0.45592], [0.95092, 0.90710, -0.03309], [1.40556, -0.06806, -1.92022]], "atomic_forces_ev_per_a": [[1.055, 1.748, 3.561], [-0.507, 0.235, -2.203], [-0.050, -0.690, -0.854], [-1.285, -0.341, 2.891], [0.487, 0.051, 0.087], [-0.334, 0.292, -1.405], [-0.525, -1.949, -1.046], [-0.530, 0.110, -0.111], [1.689, 0.544, -0.920]], "lowdin_charge": [-0.27, -0.21, -0.56, -0.02, 0.71, 0.13, 0.09, 0.10, 0.04], "gap_ev": [7.66, 7.60], "e_lumo_ha": [-0.01603, -0.00977], "e_homo_ev": [-8.10, -7.86]}

6.
{"formula": "C3H4OS", "method": "ωB97M-V/def2-TZVPD", "symbols": ["C", "C", "C", "O", "S", "H", "H", "H", "H"], "xyz": [[0.09933, -2.43095, 0.29810], [0.10603, -1.12548, 0.04315], [-0.52888, 1.32424, -0.22429], [1.76795, 0.75739, 0.74313], [0.98371, 0.31822, -0.38785], [0.13845, -3.45866, 0.12548], [-0.91767, 1.18323, 0.75556], [-1.39019, 1.03930, -0.74794], [-0.25873, 2.39272, -0.60533]], "atomic_forces_ev_per_a": [[0.141, 10.024, -2.160], [0.509, -9.685, 1.616], [1.233, 2.316, -1.302], [1.304, 0.344, 0.953], [-2.196, 0.185, -0.324], [-0.244, -1.164, 0.286], [0.551, 0.630, 1.346], [-0.815, -0.897, -1.745], [-0.485, -1.752, 1.329]], "lowdin_charge": [0.11, -0.31, -0.27, -0.50, 0.81, 0.00, 0.04, 0.02, 0.09], "gap_ev": 9.65, "e_lumo_ha": 0.00504, "e_homo_ev": -9.51}

7.
{"formula": "C3H4OS", "method": "ωB97M-V/def2-TZVPD", "symbols": ["C", "C", "C", "O", "S", "H", "H", "H", "H"], "xyz": [[-1.77594, -1.92671, -1.22175], [-1.12528, -0.85403, 0.65147], [0.25377, -1.37667, 0.78454], [-1.52729, 0.00393, 1.38679], [-1.22366, -1.33211, -2.60376], [-2.19999, -2.80226, -0.76554], [0.42912, -1.53769, 1.79793], [0.85603, -0.48361, 0.45208], [0.44090, -2.26606, 0.23025]], "atomic_forces_ev_per_a": [[1.520, 3.008, 1.666], [-0.838, 0.252, -0.567], [0.339, 1.459, -1.374], [-0.495, -1.360, -1.695], [-0.859, -1.044, 1.267], [-0.312, -0.533, -0.691], [0.494, -0.209, 1.855], [-0.128, -1.162, 0.155], [0.280, -0.411, -0.616]], "lowdin_charge": [-0.56, -0.29, -0.07, 0.07, 0.62, -0.01, 0.06, 0.12, 0.06], "gap_ev": [7.21, 7.21], "e_lumo_ha": [-0.01946, -0.01943], "e_homo_ev": [-7.74, -7.74]}

8.
{"formula": "C3H4OS", "method": "ωB97M-V/def2-TZVPD", "symbols": ["C", "C", "C", "O", "S", "H", "H", "H", "H"], "xyz": [[-0.20873, 1.88767, 0.11979], [-1.30944, 2.67593, 0.62193], [1.31786, 0.01455, -1.87173], [0.42076, 0.68962, -2.22579], [-1.61486, 1.83264, -1.01516], [-2.36942, 2.77628, 0.90226], [1.33461, -1.05602, -1.78703], [2.07845, 0.21583, -1.30575], [0.43272, 2.85237, 0.55777]], "atomic_forces_ev_per_a": [[-0.012, 2.625, 2.397], [-4.064, -0.136, -1.425], [-2.946, -3.031, -0.521], [-0.579, 0.944, -1.861], [1.935, 1.152, 1.033], [0.894, -0.424, 1.285], [-0.991, -1.714, -1.268], [5.138, 3.334, 2.966], [0.626, -2.750, -2.607]], "lowdin_charge": [-0.45, -0.42, -0.15, -0.10, 0.86, 0.02, 0.08, 0.02, 0.13], "gap_ev": [7.91, 8.12], "e_lumo_ha": [0.02954, -0.05398], "spin_multiplicity": 3, "e_homo_ev": [-7.11, -9.58], "s_squared": 2.008}

9.
{"formula": "C3H4OS2", "method": "ωB97M-V/def2-TZVPD", "symbols": ["C", "C", "C", "H", "H", "H", "H", "O", "S", "S"], "xyz": [[1.56896, -0.15063, -0.03439], [-0.97172, -0.60650, 0.27440], [-0.55459, 0.75715, -0.24719], [-1.07318, -0.54429, 1.34126], [-1.87778, -1.03118, -0.22366], [-0.71811, 0.83301, -1.31868], [-0.90399, 1.62545, 0.30850], [0.85036, 0.94950, 0.02949], [3.13419, -0.26886, 0.01515], [0.54586, -1.56366, -0.14489]], "atomic_forces_ev_per_a": [[-1.601, -0.793, -0.002], [0.336, -0.022, -0.809], [0.280, 0.621, 0.391], [-0.261, -0.339, 0.517], [0.841, 0.444, 0.449], [0.002, 0.184, -0.107], [-1.010, -0.218, -0.291], [0.004, 0.422, -0.256], [2.259, 0.149, 0.012], [-0.850, -0.449, 0.097]], "lowdin_charge": [-1.30, -0.39, -0.23, 0.07, 0.10, 0.12, 0.13, -0.14, 0.71, 0.92], "gap_ev": 9.33, "e_lumo_ha": 0.02139, "e_homo_ev": -8.74}

10.
{"formula": "C3H4OS3", "method": "ωB97M-V/def2-TZVPD", "symbols": ["C", "C", "C", "H", "H", "H", "H", "O", "S", "S", "S"], "xyz": [[-1.95067, -0.95552, 0.19840], [-0.20583, 0.98684, 0.21088], [2.05500, -0.20925, -0.41900], [-1.29383, -0.89461, 1.10837], [-0.72511, 1.37613, 1.10095], [0.33757, 1.79677, -0.28106], [1.59678, 0.23026, -1.34114], [-2.98272, -1.60871, 0.02203], [-1.36292, 0.21680, -1.02000], [1.04756, -0.06285, 0.92143], [3.48415, -0.87587, -0.50088]], "atomic_forces_ev_per_a": [[-2.761, -0.803, -0.851], [-0.217, 0.500, -0.196], [-0.706, 0.745, -1.890], [-0.823, -0.657, -0.356], [-0.142, 0.059, -0.634], [-0.451, 0.061, 0.040], [0.300, -0.292, 0.677], [3.034, 1.379, 0.848], [0.557, 0.016, 1.223], [-0.077, -0.320, 1.008], [1.287, -0.687, 0.130]], "lowdin_charge": [-0.57, -0.79, -1.16, 0.05, 0.05, 0.04, 0.03, -0.04, 0.88, 0.84, 0.65], "gap_ev": 8.53, "e_lumo_ha": -0.01881, "e_homo_ev": -9.04}

Strongest force on any atom readings, ordered: 2.27; 3.53; 6.71; 5.68; 4.10; 10.25; 3.76; 6.80; 2.26; 3.44 eV Å⁻¹
Relative energy (zero: lowest compared OMol25 entry of this formula, charge and spin) readings, ordered: 78.17; 137.20; 192.58; 584.74; 398.29; 403.08; 327.10; 562.71; 69.66; 104.31 kJ/mol
DFT total energy readings, ordered: -590.09488; -590.07240; -590.05130; -589.90194; -589.97295; -589.97113; -590.00007; -589.80618; -988.30567; -1386.46524 hartree